[1]
DFT (ωB97M-V/def2-TZVPD) results for 4 unconnected molecules or ions with the total composition C3H13NO3 in a non-equilibrium geometry.

```
20
Properties=species:S:1:pos:R:3:forces:R:3
C -0.82444 0.50865 2.77470 -1.150 0.674 -0.975
C -0.03137 0.80118 1.67832 -0.298 -0.438 1.319
C 1.42354 0.56881 1.79110 1.841 -2.039 -1.552
N 2.19455 0.42960 0.51165 -1.047 -0.208 -0.929
H -1.45061 1.30803 3.18104 -1.074 -0.202 -1.179
H -1.24777 -0.46453 3.05022 1.989 -0.159 1.118
H -0.45011 1.27107 0.78301 0.501 1.582 0.719
H 1.91963 1.41704 2.31220 -0.747 -0.551 0.100
H 1.65192 -0.39182 2.28617 -0.464 0.627 0.911
H 2.67876 -0.46151 0.45985 0.342 0.145 0.583
H 1.50392 0.24518 -0.21792 0.104 0.575 -0.180
O 0.61905 0.44600 -2.69974 -0.153 0.321 -0.592
H 0.24075 1.33385 -2.70830 0.028 -0.059 0.162
H 0.43591 0.11128 -3.59289 0.250 0.254 0.097
O 0.06901 -2.16201 -2.49006 -0.054 0.744 0.114
H 0.17462 -1.17820 -2.43825 -0.112 -1.258 0.408
H 0.50861 -2.50401 -1.70433 -0.019 0.028 -0.115
O -3.49594 -0.42935 -1.18819 0.524 0.087 0.267
H -2.70672 -0.96417 -1.34732 -0.181 -0.127 -0.205
H -3.21330 0.11487 -0.44125 -0.279 0.003 -0.073
```
Forces are in eV/Å.

Results
Spin multiplicity: 1
Net charge: 0
Kohn-Sham gap (eV): 8.18
Energy (Ha): -402.43533
Relative energy (zero: lowest compared OMol25 entry of this formula, charge and spin) (kcal/mol): 91.1

Taken from the Mulliken analysis, the atomic charges in e are:
1 C -0.799
2 C -0.180
3 C -0.202
4 N -0.636
5 H 0.237
6 H 0.266
7 H 0.340
8 H 0.214
9 H 0.296
10 H 0.270
11 H 0.186
12 O -0.658
13 H 0.304
14 H 0.314
15 O -0.679
16 H 0.417
17 H 0.315
18 O -0.649
19 H 0.327
20 H 0.319

[2]
DFT (ωB97M-V/def2-TZVPD) results for a gas-phase ion, C6H6NO7 (charge -1) in a non-equilibrium geometry.

```
20
Properties=species:S:1:pos:R:3:forces:R:3
O -1.83797 2.07652 -1.06713 1.007 -0.964 0.946
N -0.75149 1.60791 -1.17649 0.232 0.206 -0.086
C -0.14200 0.51413 -0.01289 -1.646 0.251 -2.585
C 1.31726 0.90720 0.09212 0.454 1.310 -2.833
O 1.56194 1.87312 1.10832 -2.935 0.204 1.871
C 2.27026 -0.29024 0.08581 0.457 -1.029 3.470
O 2.69079 -0.67160 -1.15219 2.664 0.842 -0.869
O -0.86638 0.58443 1.12494 -0.246 1.423 1.736
C -1.95307 -0.24772 1.03922 -2.200 -0.693 0.271
O -2.89389 -0.22167 1.86286 2.042 -0.024 -1.273
C -1.81215 -1.08622 -0.11779 -1.598 0.364 2.272
O -2.71345 -2.12457 -0.23551 -2.420 -0.133 1.178
C -0.65152 -0.79198 -0.75508 2.411 -0.092 -0.316
O 0.03387 -1.32264 -1.65900 -0.381 0.105 -0.215
H 1.58920 1.48559 -0.95567 -0.768 -1.561 2.240
H 0.65840 2.07146 1.61919 2.865 -0.896 -1.675
H 3.12072 -0.06388 0.86490 -0.891 0.046 -2.041
H 1.88981 -1.22559 0.56854 -0.691 0.839 0.018
H 2.01700 -1.08724 -1.67203 -1.498 -0.318 -0.033
H -3.52732 -1.98701 0.43788 3.143 0.118 -2.074
```
Forces are in eV/Å.

Results
Spin multiplicity: 1
Net charge: -1
Kohn-Sham gap (alpha / beta) (eV): 7.35 / 7.35
Energy (Ha): -813.61514
Relative energy (zero: lowest compared OMol25 entry of this formula, charge and spin) (kcal/mol): 40.2

Taken from the Mulliken analysis, the atomic charges in e are:
1 O -0.355
2 N 0.004
3 C 0.814
4 C 0.377
5 O -0.645
6 C -0.768
7 O -0.584
8 O -0.390
9 C 0.440
10 O -0.769
11 C 0.238
12 O -0.658
13 C 0.155
14 O -0.852
15 H 0.188
16 H 0.427
17 H 0.310
18 H 0.303
19 H 0.431
20 H 0.334

[3]
DFT (ωB97M-V/def2-TZVPD) results for a molecular structure, C30H24BBrCsN12OS in a non-equilibrium geometry.

```
71
Properties=species:S:1:pos:R:3:forces:R:3
Cs -0.41859 -0.88557 -0.14669 -1.271 -0.966 1.805
C -2.94339 -5.09761 -0.43491 -0.027 0.030 -0.020
C -2.43098 -3.86576 -0.87216 -0.050 -0.166 0.105
N -1.36638 -3.51472 -0.16550 -0.175 -0.522 -0.124
N -1.16006 -4.49765 0.72505 0.032 -0.239 -0.028
C -2.10023 -5.46173 0.58951 -0.083 0.037 -0.050
B -0.08298 -4.47117 1.85017 -0.095 0.273 0.042
N 1.27939 -3.88784 1.37018 0.097 -0.216 0.002
C 2.48974 -4.30723 1.80625 0.069 0.070 -0.012
C 3.45047 -3.48893 1.25779 0.015 0.045 -0.019
C 2.71494 -2.57452 0.48735 0.091 -0.162 0.145
N 1.41573 -2.82169 0.56804 0.446 -0.381 0.045
N -0.60860 -3.61416 3.02627 0.009 -0.230 0.216
C -0.87734 -3.92901 4.31411 -0.033 0.083 0.019
C -1.33468 -2.79183 4.94121 -0.014 0.062 -0.010
C -1.31036 -1.81374 3.93556 0.002 -0.044 0.023
N -0.87349 -2.31129 2.78923 0.028 0.064 -0.164
N 0.19444 -5.94490 2.20171 0.073 -0.061 -0.200
C 0.66041 -6.81864 1.27447 -0.028 -0.005 0.096
C 0.81000 -8.04078 1.87946 0.011 -0.048 0.009
C 0.40245 -7.81465 3.20716 0.010 0.023 -0.060
N 0.03581 -6.55771 3.39131 -0.026 -0.005 0.105
H -3.79156 -5.64077 -0.81450 0.003 -0.011 0.019
H -2.79295 -3.23390 -1.67030 0.044 0.033 0.004
H -2.11379 -6.33475 1.21993 0.050 0.020 0.029
H 2.59416 -5.14915 2.46962 -0.062 -0.008 0.001
H 4.51745 -3.54697 1.38666 -0.007 -0.016 0.018
H 3.08434 -1.75986 -0.11883 -0.058 0.014 -0.022
H -0.72383 -4.92859 4.67589 0.006 0.000 -0.017
H -1.64099 -2.68298 5.96734 0.007 -0.032 0.003
H -1.59585 -0.77420 3.99835 0.006 0.012 -0.027
H 0.84731 -6.50227 0.26150 -0.002 0.007 0.000
H 1.15888 -8.95707 1.43555 -0.001 0.008 -0.007
H 0.36179 -8.51165 4.02914 -0.007 0.012 0.016
Br -1.66466 7.93408 -6.35283 0.071 -0.017 0.052
C -0.27024 7.46081 -5.16763 -0.074 0.008 -0.024
C -0.58769 6.92730 -3.92422 -0.002 0.011 -0.035
C 0.42841 6.56747 -3.06377 0.163 -0.035 0.062
C 1.76872 6.74376 -3.43974 -0.437 0.001 -0.073
C 2.06485 7.33236 -4.67058 0.099 -0.034 0.068
C 1.04869 7.66895 -5.54381 -0.049 0.033 -0.057
N 2.84079 6.45810 -2.59122 0.383 0.164 -0.184
N 2.77581 5.57281 -1.70636 -0.212 -0.256 0.265
C 2.14350 4.39893 -1.75330 0.164 0.201 -0.095
C 1.85236 3.72884 -2.98875 -0.072 -0.099 -0.067
C 1.24367 2.52746 -3.00896 0.106 0.087 -0.167
C 0.82386 1.84717 -1.78884 -0.103 0.001 -0.133
O 0.19166 0.79848 -1.81957 0.876 2.127 -1.757
C 1.20625 2.49359 -0.50275 0.102 0.266 0.203
N 0.86957 1.85300 0.62131 -0.016 0.013 -0.089
C 1.19861 2.38857 1.78026 0.057 0.004 0.006
C 1.89225 3.59783 1.89084 -0.014 -0.024 -0.007
C 2.23379 4.26954 0.74299 0.016 0.027 -0.079
C 1.88313 3.71999 -0.49802 -0.106 -0.139 0.100
H -1.62146 6.80375 -3.63381 -0.001 0.003 -0.010
H 0.19049 6.17116 -2.08529 -0.013 -0.008 -0.002
H 3.10078 7.50107 -4.93305 -0.001 0.007 0.012
H 1.27233 8.10474 -6.50726 0.014 -0.011 0.001
H 2.15270 4.20642 -3.91222 -0.019 -0.007 0.001
H 1.03389 2.01867 -3.94061 -0.014 -0.011 0.014
H 0.90990 1.83002 2.66377 0.009 0.020 0.012
H 2.15065 3.98750 2.86547 0.003 0.000 0.001
H 2.77552 5.20552 0.77017 -0.016 0.006 0.030
S -5.76005 1.33552 0.52244 0.178 -0.069 -0.006
C -4.69994 2.55401 -0.04637 -0.091 -0.024 0.023
C -3.43089 2.07465 -0.08927 -0.102 0.009 0.013
N -3.28150 0.77407 0.31501 0.219 -0.065 -0.023
C -4.41870 0.26384 0.66188 -0.233 0.117 0.019
H -5.06381 3.53263 -0.31036 0.040 0.008 -0.010
H -2.56118 2.62954 -0.40983 -0.008 0.010 0.000
H -4.54329 -0.74887 1.01836 0.024 -0.004 -0.005
```
Forces are in eV/Å.

Results
Spin multiplicity: 2
Expectation value of S²: 0.84
Net charge: 0
Kohn-Sham gap (alpha / beta) (eV): 6.28 / 5.27
Energy (Ha): -4907.13585
Relative energy (zero: lowest compared OMol25 entry of this formula, charge and spin) (kcal/mol): 30.6

Taken from the Mulliken analysis, the atomic charges in e are:
1 Cs 1.409
2 C -0.933
3 C -0.422
4 N -0.564
5 N 0.667
6 C -0.335
7 B 0.157
8 N 0.702
9 C -0.344
10 C -0.946
11 C -0.311
12 N -0.706
13 N 0.532
14 C -0.056
15 C -1.225
16 C -0.207
17 N -0.697
18 N 1.535
19 C -0.638
20 C -0.893
21 C -0.520
22 N -1.192
23 H 0.399
24 H 0.438
25 H 0.393
26 H 0.393
27 H 0.390
28 H 0.413
29 H 0.495
30 H 0.399
31 H 0.409
32 H 0.521
33 H 0.417
34 H 0.429
35 Br -0.159
36 C 0.119
37 C -0.569
38 C 0.059
39 C 0.026
40 C -0.252
41 C -0.463
42 N -0.847
43 N -0.022
44 C 0.095
45 C -0.272
46 C -0.664
47 C 0.585
48 O -0.793
49 C -0.206
50 N -0.045
51 C -0.547
52 C -0.689
53 C -0.473
54 C 0.924
55 H 0.421
56 H 0.426
57 H 0.437
58 H 0.419
59 H 0.442
60 H 0.509
61 H 0.530
62 H 0.420
63 H 0.492
64 S -0.146
65 C -0.224
66 C -0.606
67 N -0.027
68 C -0.198
69 H 0.405
70 H 0.372
71 H 0.416

[4]
DFT (ωB97M-V/def2-TZVPD) results for a molecular structure, C32H34EuI2N5O5S in a non-equilibrium geometry.

```
80
Properties=species:S:1:pos:R:3:forces:R:3
Eu 0.30434 -1.32963 -0.18549 -2.330 -0.788 -0.270
C -6.52741 -0.96789 -3.68277 0.150 -0.035 0.046
C -5.08675 -0.86126 -3.23176 -0.178 0.375 -0.435
C -4.15217 -0.12054 -3.91510 -0.107 -0.013 -0.161
C -2.82831 0.07819 -3.43991 0.093 0.271 -0.157
C -2.02779 0.98699 -4.19727 0.882 1.305 1.167
N -1.22144 1.95153 -3.70322 -1.393 -1.943 -0.388
C -1.13697 2.30658 -2.29178 -0.209 0.010 -0.201
C -0.41103 3.62217 -2.08314 0.081 -0.003 -0.140
C -0.63269 4.10166 -0.65857 0.127 -0.164 0.137
N -0.23086 3.06947 0.29615 -0.393 0.185 -0.571
C 0.52236 3.24254 1.32563 0.406 -0.030 0.522
C 0.84599 2.22836 2.25885 -0.058 0.408 -0.211
C 1.58063 2.61387 3.40015 0.110 0.263 0.085
C 1.81142 1.75917 4.43877 0.202 0.062 0.257
C 2.61101 2.15163 5.66326 -0.090 -0.106 -0.122
C 1.25699 0.47313 4.31761 0.031 -0.142 0.095
C 0.56773 0.02711 3.20882 0.154 -0.312 0.154
C 0.09088 -1.36078 3.24205 0.051 0.205 0.165
N -0.38667 -2.02282 2.27743 -0.239 -0.394 0.177
C -0.73132 -3.41847 2.59261 0.015 0.206 -0.069
C -0.59357 -4.30689 1.37031 0.040 0.138 0.069
C -1.72516 -4.15568 0.37512 0.004 0.067 -0.026
N -1.77414 -2.85802 -0.31591 -0.464 -0.420 0.075
C -2.94405 -2.51943 -0.68892 0.094 -0.268 0.107
C -3.31731 -1.50625 -1.66584 -0.621 -0.121 0.095
C -4.63563 -1.54565 -2.09990 0.492 -0.190 0.275
C -2.36088 -0.64534 -2.28590 1.326 0.147 0.169
O -1.13861 -0.61164 -1.89764 -1.684 0.554 -0.765
C 0.36890 0.89491 2.09444 -0.485 -0.181 -0.219
O -0.24051 0.50634 1.02702 -0.149 1.512 1.123
H -6.74401 -0.26418 -4.48795 0.035 -0.054 0.055
H -7.21000 -0.75404 -2.85660 0.052 0.007 -0.060
H -6.75973 -1.97409 -4.04361 0.044 0.073 0.027
H -4.44835 0.39265 -4.82859 0.007 -0.044 0.092
H -2.14246 0.98899 -5.27614 0.062 0.142 -0.028
H -0.65810 2.47813 -4.34403 0.084 0.133 -0.330
H -0.62714 1.51095 -1.77156 0.183 -0.390 0.118
H -2.16268 2.35544 -1.90687 -0.007 -0.016 -0.073
H -0.78634 4.39352 -2.76112 0.002 -0.010 0.004
H 0.65758 3.47868 -2.26599 -0.044 0.032 -0.002
H -1.69064 4.32226 -0.50922 -0.054 0.003 0.059
H -0.07035 5.01225 -0.45796 0.045 -0.025 0.064
H -0.53131 2.09983 0.16263 0.016 -0.212 0.052
H 0.90299 4.24825 1.49305 -0.024 -0.018 0.029
H 1.95450 3.63643 3.45289 -0.063 -0.122 -0.022
H 2.83034 3.22187 5.67006 -0.038 -0.116 -0.030
H 3.56347 1.61216 5.69871 -0.098 0.061 -0.022
H 2.06883 1.91177 6.58260 0.038 0.036 -0.101
H 1.38288 -0.21988 5.14913 -0.010 0.052 -0.099
H 0.21144 -1.84567 4.21661 0.034 0.030 0.101
H -1.76364 -3.45735 2.95242 -0.046 0.038 0.001
H -0.08959 -3.79220 3.39247 0.032 -0.004 0.098
H -0.57632 -5.34878 1.69141 0.019 -0.043 0.016
H 0.37789 -4.11143 0.90624 0.066 -0.051 -0.052
H -2.67438 -4.35870 0.88280 -0.078 -0.014 -0.002
H -1.60651 -4.91889 -0.39715 0.005 -0.008 -0.085
H -3.79224 -3.13001 -0.35353 -0.046 0.033 -0.031
H -5.33456 -2.19622 -1.57175 0.139 0.083 -0.077
I 1.10006 -3.84200 -2.11240 0.134 -0.491 -0.537
C 1.30331 -2.98092 -4.06111 -0.035 0.076 0.335
I 1.32588 -0.86634 -4.09100 0.098 -0.075 -0.281
H 0.45881 -3.31945 -4.63710 -0.116 -0.053 -0.095
H 2.23470 -3.34550 -4.46048 0.149 -0.022 -0.076
O 4.12273 -2.73360 -0.05010 0.276 0.211 0.110
S 3.26573 -1.65741 0.32328 -0.573 -0.153 -0.134
O 2.13745 -1.99590 1.21594 1.495 -0.453 0.583
N 2.50363 -0.92972 -0.90622 1.687 0.358 -0.121
C 2.43701 0.40173 -0.66425 0.553 -0.045 -0.267
O 1.54657 1.11287 -1.12044 0.127 0.486 -0.257
C 3.49723 0.86434 0.29935 0.008 -0.210 -0.001
C 3.91624 2.14758 0.57297 0.052 0.218 0.046
C 4.91322 2.32459 1.52818 -0.008 0.031 0.026
C 5.46891 1.23399 2.19491 0.056 0.112 0.024
C 5.05328 -0.06232 1.91577 -0.041 -0.191 -0.034
C 4.07015 -0.21294 0.95801 0.043 0.048 0.046
H 3.49091 2.98634 0.03026 0.021 -0.060 0.095
H 5.26839 3.32399 1.75580 -0.006 -0.089 -0.031
H 6.25078 1.39298 2.92914 -0.070 0.019 -0.057
H 5.49653 -0.91744 2.41541 -0.068 0.089 -0.055
```
Forces are in eV/Å.

Results
Spin multiplicity: 8
Expectation value of S²: 15.76
Net charge: +1
Kohn-Sham gap (alpha / beta) (eV): 4.91 / 7.23
Energy (Ha): -3593.57747
Relative energy (zero: lowest compared OMol25 entry of this formula, charge and spin) (kcal/mol): 0.0

Taken from the Mulliken analysis, the atomic charges in e are:
1 Eu 0.557
2 C -1.578
3 C 0.296
4 C -0.803
5 C 0.525
6 C -0.611
7 N 0.146
8 C -0.018
9 C -0.697
10 C -1.073
11 N 0.335
12 C 0.049
13 C 0.658
14 C -0.538
15 C 0.143
16 C -1.702
17 C -0.703
18 C 0.787
19 C -0.715
20 N 0.075
21 C -1.079
22 C -0.327
23 C -1.019
24 N 0.218
25 C -0.509
26 C 0.524
27 C -0.555
28 C 0.009
29 O -0.384
30 C 0.820
31 O -1.005
32 H 0.368
33 H 0.363
34 H 0.334
35 H 0.402
36 H 0.524
37 H 0.362
38 H -0.175
39 H 0.465
40 H 0.520
41 H 0.229
42 H 0.343
43 H 0.476
44 H -0.197
45 H 0.444
46 H 0.309
47 H 0.369
48 H 0.325
49 H 0.394
50 H 0.449
51 H 0.328
52 H 0.275
53 H 0.563
54 H 0.516
55 H -0.163
56 H 0.457
57 H 0.365
58 H 0.235
59 H 0.462
60 I 0.118
61 C -0.872
62 I 0.101
63 H 0.436
64 H 0.485
65 O -0.667
66 S 1.007
67 O -0.348
68 N -0.243
69 C 0.004
70 O -0.294
71 C 0.352
72 C -0.085
73 C -0.692
74 C -0.513
75 C -0.901
76 C 0.023
77 H 0.503
78 H 0.436
79 H 0.463
80 H 0.520